1.
DFT (the ωB97M-V functional and the def2-TZVPD basis) results for a structure of composition C10H77NO37P2S at a distorted geometry.

Geometry as XYZ:
```
128
Properties=species:S:1:pos:R:3
N -3.140 2.854 -0.894
C -2.122 2.276 -0.938
O -1.055 1.559 -1.099
O -1.547 0.276 -1.509
P -0.290 -0.793 -1.577
O 0.951 -0.143 -1.208
O -0.521 -2.050 -0.646
C -1.219 -1.799 0.617
C -0.353 -2.370 1.770
C -0.156 -1.343 2.909
C 0.656 -0.160 2.432
C 2.020 -0.253 2.297
C 2.765 0.793 1.825
C 2.149 1.974 1.477
C 0.798 2.108 1.639
C 0.068 1.042 2.110
O -0.104 -1.417 -3.074
P -0.812 -0.564 -4.335
S 0.480 -0.406 -5.775
H -2.199 -2.280 0.564
H -1.375 -0.739 0.843
H 0.595 -2.638 1.294
H -0.879 -3.260 2.129
H -1.134 -0.952 3.225
H 0.394 -1.848 3.704
H 2.557 -1.162 2.550
H 3.828 0.694 1.694
H 2.739 2.793 1.077
H 0.325 3.049 1.360
H -1.012 1.170 2.215
H -1.186 0.747 -3.997
H -1.929 -1.278 -4.796
O 4.306 -0.060 -0.421
H 4.860 0.491 -0.993
H 3.583 -0.338 -0.993
O -3.514 -1.621 -2.883
H -4.442 -1.882 -2.817
H -3.346 -1.160 -2.054
O -1.523 4.637 1.404
H -0.964 5.191 0.845
H -2.238 4.359 0.820
O 1.702 -3.824 -2.623
H 1.097 -3.076 -2.694
H 1.284 -4.406 -1.979
O 1.406 4.776 3.234
H 0.499 4.458 3.275
H 1.582 5.088 4.127
O -3.072 -2.746 -6.099
H -3.976 -2.839 -5.780
H -2.858 -3.617 -6.458
O 3.921 -2.799 2.973
H 4.259 -3.609 3.371
H 4.714 -2.349 2.662
O -5.802 -3.749 -2.981
H -6.703 -3.838 -2.651
H -5.598 -4.623 -3.330
O -3.195 4.244 4.232
H -2.634 4.797 3.670
H -3.913 3.965 3.647
O -2.631 -0.183 4.240
H -3.234 -0.423 4.953
H -2.585 0.780 4.283
O 4.736 0.640 -3.076
H 5.294 1.194 -3.631
H 4.020 0.365 -3.660
O -5.915 3.528 3.502
H -6.353 2.866 4.045
H -6.634 4.067 3.157
O -2.608 -3.893 -8.935
H -2.627 -3.024 -8.520
H -2.402 -3.705 -9.861
O 6.176 -3.557 1.480
H 6.693 -2.959 0.932
H 5.468 -3.847 0.897
O -6.981 -6.320 -2.315
H -7.881 -6.405 -1.986
H -6.776 -7.192 -2.668
O 1.044 4.252 -0.739
H 0.456 3.946 -1.437
H 1.846 3.733 -0.865
O 6.107 -2.807 -1.216
H 6.732 -2.119 -1.466
H 5.245 -2.386 -1.329
O -4.679 7.017 5.531
H -4.241 6.171 5.380
H -4.550 7.496 4.704
O 6.416 2.176 -1.371
H 7.303 1.873 -1.152
H 6.195 2.783 -0.657
O 0.181 3.784 5.581
H -0.699 3.585 5.918
H 0.421 3.003 5.067
O 4.929 1.964 3.744
H 4.479 2.709 4.159
H 5.409 1.545 4.466
O -2.550 -0.863 -9.790
H -3.166 -0.128 -9.873
H -1.867 -0.529 -9.194
O -2.310 8.536 4.165
H -1.628 9.189 3.983
H -2.033 8.124 4.991
O -1.168 -2.588 -11.445
H -0.305 -2.883 -11.137
H -1.395 -1.855 -10.850
O -7.479 -2.063 -4.411
H -7.230 -1.144 -4.553
H -6.643 -2.519 -4.222
O -0.327 -2.418 5.933
H -0.791 -3.069 6.472
H -1.028 -1.869 5.565
O 7.535 3.041 2.638
H 6.624 2.724 2.717
H 7.744 3.380 3.512
O 6.631 -5.324 3.567
H 7.098 -6.143 3.380
H 6.718 -4.801 2.751
O 2.767 2.376 -7.101
H 2.160 3.116 -7.194
H 2.343 1.802 -6.453
O 2.671 -5.691 -4.716
H 3.538 -5.996 -4.434
H 2.462 -4.968 -4.107
O -2.002 -4.679 7.658
H -2.918 -4.972 7.678
H -1.834 -4.363 8.552
O -2.702 5.148 7.304
H -3.346 4.548 7.691
H -2.652 4.876 6.380
```

The max |F| comes out at 0.077 hartree/bohr. The value obtained for the total energy is -118279.6718 eV. The calculation puts the HOMO energy at -8.383 eV.


2.
DFT (the ωB97M-V functional and the def2-TZVPD basis) results for an isolated molecule of C10H7ClO2 at a distorted geometry.

Geometry as XYZ:
```
20
Properties=species:S:1:pos:R:3
C 3.115 -0.132 0.046
C 2.379 1.048 -0.220
C 2.341 -1.226 0.429
C 0.967 1.042 -0.166
C 0.977 -1.076 0.751
C 0.233 0.005 0.360
C -1.885 1.206 1.025
C -1.970 0.164 -1.145
C -1.286 0.123 0.535
C -3.013 -0.647 -1.088
O -2.362 2.266 1.137
O -1.304 0.755 -1.932
Cl -3.884 -1.327 0.318
H 4.143 -0.273 -0.078
H 2.954 2.016 -0.532
H 2.919 -2.192 0.729
H 0.368 1.978 -0.421
H 0.467 -1.973 1.237
H -1.818 -0.880 1.020
H -3.343 -0.876 -2.006
```

The max |F| comes out at 0.091 hartree/bohr. The value obtained for the total energy is -27096.5711 eV. The energy above the lowest of the compared OMol25 structures with the same formula, charge and spin comes out at 75.38 kcal per mole. The calculation puts the HOMO energy at -8.231 eV.


3.
DFT (the ωB97M-V functional and the def2-TZVPD basis) results for a structure of composition C10H7F5O8PdS2.

Geometry as XYZ:
```
33
Properties=species:S:1:pos:R:3
Pd -0.305 1.086 -0.139
O 2.549 -0.863 -2.582
S 1.199 -0.846 -2.112
O 0.137 -1.113 -3.024
O 1.051 0.550 -1.429
C 1.103 -2.031 -0.775
C 2.245 -2.808 -0.606
C 2.274 -3.834 0.323
C 1.155 -4.100 1.096
C 0.019 -3.324 0.949
C -0.016 -2.290 0.019
S -1.535 -1.358 0.129
O -1.388 -0.634 1.394
O -2.621 -2.254 -0.057
O -1.503 -0.282 -0.966
H 3.103 -2.597 -1.227
H 3.170 -4.430 0.434
H 1.164 -4.906 1.817
H -0.855 -3.515 1.557
C 0.336 3.301 3.004
C 0.012 2.555 1.764
O -1.154 2.179 1.468
O 0.931 2.226 0.925
H -0.525 3.882 3.322
H 1.204 3.936 2.843
H 0.574 2.573 3.781
F -0.604 3.740 -0.750
C -0.841 2.616 -1.402
F -0.137 2.582 -2.501
C -2.364 2.491 -1.734
F -3.076 2.269 -0.640
F -2.566 1.537 -2.619
F -2.734 3.661 -2.264
```

The max |F| comes out at 0.010 hartree/bohr. The value obtained for the total energy is -65598.4571 eV. The energy above the lowest of the compared OMol25 structures with the same formula, charge and spin comes out at 0.00 kcal per mole. The calculation puts the HOMO energy at -10.262 eV.